Entry w
Molecular formula: C6H12
Method: DFT, the ωB97M-V functional and the def2-TZVPD basis

The geometry in XYZ format:
```
18
C6H12 | the Open Molecules 2025 dataset | the ωB97M-V functional and the def2-TZVPD basis
C -1.073 -0.225 2.832
C -0.533 -0.818 1.565
C -0.556 -0.027 0.426
C -0.305 -0.497 -0.960
C 0.437 0.568 -1.982
C 1.871 0.840 -1.795
H -0.857 0.783 3.141
H -0.657 -0.883 3.511
H -2.141 -0.260 2.851
H -0.403 -1.816 1.698
H -0.813 0.907 0.575
H 0.210 -1.447 -0.969
H -1.219 -0.669 -1.568
H 0.118 0.217 -2.979
H -0.110 1.558 -1.828
H 2.128 0.348 -0.758
H 2.090 1.831 -1.704
H 2.609 0.383 -2.487
```

The value obtained for the LUMO energy is 1.243 eV. As for the spin multiplicity: 1. For the HOMO-LUMO gap, the calculation gives 10.041 eV. The SMILES is C/C=C/CCC.

---

Entry x
Molecular formula: C6H12
Method: DFT, the ωB97M-V functional and the def2-TZVPD basis

The geometry in XYZ format:
```
18
C6H12 | the Open Molecules 2025 dataset | the ωB97M-V functional and the def2-TZVPD basis
C 0.764 1.597 -1.706
C 0.287 0.123 -1.668
C -0.425 -0.247 -0.385
C 0.265 -0.010 0.851
C -0.173 -0.587 2.104
C -1.665 -0.814 -0.430
H 0.528 2.088 -2.645
H 1.860 1.623 -1.559
H 1.430 -1.399 3.256
H 0.290 2.168 -0.897
H 1.150 -0.537 -1.802
H 1.201 0.506 0.792
H -0.784 -1.474 1.887
H 0.802 -0.992 2.771
H -0.711 0.086 2.796
H -2.207 -1.033 0.449
H -0.463 -0.062 -2.431
H -2.150 -1.036 -1.384
```

The value obtained for the LUMO energy is -0.881 eV. As for the spin multiplicity: 1. For the HOMO-LUMO gap, the calculation gives 6.298 eV.

---

Entry y
Molecular formula: C6H12
Method: DFT, the ωB97M-V functional and the def2-TZVPD basis

The geometry in XYZ format:
```
18
C6H12 | the Open Molecules 2025 dataset | the ωB97M-V functional and the def2-TZVPD basis
C 0.837 -1.377 1.809
C 0.784 -0.382 0.672
C -0.129 0.821 0.785
C -0.482 1.263 -0.689
C -0.022 0.342 -1.986
C -1.347 0.241 -1.325
H 1.236 -0.954 2.738
H 1.465 -2.210 1.482
H -0.159 -1.797 2.000
H 0.432 -0.897 -0.215
H 1.758 0.033 0.394
H -1.039 0.533 1.361
H 0.300 1.612 1.421
H -0.574 2.341 -0.822
H 0.921 -0.122 -1.751
H -0.169 0.391 -3.090
H -1.820 -0.570 -0.760
H -1.993 0.733 -2.026
```

The value obtained for the LUMO energy is 1.203 eV. As for the spin multiplicity: 1. For the HOMO-LUMO gap, the calculation gives 10.503 eV. The SMILES is CCCC1CC1.

---

Of them, entry w has the highest stability.

---

Entry w
Molecular formula: C6H12
Method: DFT, the ωB97M-V functional and the def2-TZVPD basis

The geometry in XYZ format:
```
18
C6H12 | the Open Molecules 2025 dataset | the ωB97M-V functional and the def2-TZVPD basis
C 2.206 0.038 1.682
C 0.805 -0.443 1.054
C 0.483 0.309 -0.263
C -0.677 -0.353 -0.839
C -1.582 0.204 -1.973
C -2.135 -0.021 -0.571
H 2.604 -0.345 2.603
H 2.982 0.059 0.877
H 2.146 1.068 1.962
H 0.835 -1.509 0.849
H -0.042 -0.123 1.800
H 1.393 0.316 -0.876
H 0.209 1.424 -0.003
H -0.514 -1.470 -1.010
H -2.024 -0.578 -2.713
H -1.571 1.269 -2.381
H -2.869 -0.743 -0.197
H -2.249 0.897 -0.001
```

The value obtained for the LUMO energy is 1.274 eV. As for the spin multiplicity: 1. For the HOMO-LUMO gap, the calculation gives 11.278 eV. The SMILES is CCCC1CC1.

---

Entry x
Molecular formula: C6H12
Method: DFT, the ωB97M-V functional and the def2-TZVPD basis

The geometry in XYZ format:
```
18
C6H12 | the Open Molecules 2025 dataset | the ωB97M-V functional and the def2-TZVPD basis
C -1.627 0.526 0.567
C -1.323 -0.958 0.695
C 0.205 -1.310 0.381
C 0.821 -0.425 -0.691
C 1.948 0.525 -0.526
C 0.709 1.287 -0.738
H -0.758 0.917 0.013
H -1.675 1.071 1.516
H -2.466 0.787 -0.084
H -1.497 -1.344 1.705
H -1.950 -1.538 0.006
H 0.183 -2.372 0.077
H 0.793 -1.267 1.310
H 0.690 -0.847 -1.696
H 2.305 0.592 0.498
H 2.698 0.611 -1.290
H 0.426 1.635 -1.727
H 0.519 2.111 -0.017
```

The value obtained for the LUMO energy is 1.217 eV. As for the spin multiplicity: 1. For the HOMO-LUMO gap, the calculation gives 9.884 eV. The SMILES is CCCC1CC1.

---

Of them, entry w has the highest stability.

---

Entry w
Molecular formula: C4H5N3
Method: DFT, the ωB97M-V functional and the def2-TZVPD basis

The geometry in XYZ format:
```
12
C4H5N3 | the Open Molecules 2025 dataset | the ωB97M-V functional and the def2-TZVPD basis
N 2.326 -1.278 0.868
C 1.862 -0.455 0.199
C 1.374 0.523 -0.767
C -1.214 -1.327 -0.090
N -1.426 -0.148 0.361
C -1.452 1.029 0.658
N 0.846 1.650 -0.489
H 1.517 0.250 -1.826
H -1.529 -1.576 -1.103
H -0.746 -2.067 0.555
H -2.265 1.585 1.123
H 0.707 1.814 0.512
```

The value obtained for the LUMO energy is 0.423 eV. As for the spin multiplicity: 1. For the HOMO-LUMO gap, the calculation gives 8.859 eV.

---

Entry x
Molecular formula: C4H5N3
Method: DFT, the ωB97M-V functional and the def2-TZVPD basis

The geometry in XYZ format:
```
12
C4H5N3 | the Open Molecules 2025 dataset | the ωB97M-V functional and the def2-TZVPD basis
C 1.355 0.102 0.406
C 0.174 0.990 0.967
C -1.429 -1.104 -1.203
C 0.323 -0.338 -0.638
H 1.601 -0.655 1.183
H 2.204 0.672 0.047
H 0.432 2.076 1.100
H -0.102 0.923 1.991
H -2.008 -1.777 -1.715
N -0.595 0.553 -0.270
N -1.845 -0.066 -0.450
N -0.109 -1.377 -1.418
```

The value obtained for the LUMO energy is 0.831 eV. As for the spin multiplicity: 1. For the HOMO-LUMO gap, the calculation gives 10.405 eV.

---

Of them, entry x has the highest stability.

---

Entry w
Molecular formula: C4H5N3
Method: DFT, the ωB97M-V functional and the def2-TZVPD basis

The geometry in XYZ format:
```
12
C4H5N3 | the Open Molecules 2025 dataset | the ωB97M-V functional and the def2-TZVPD basis
N -1.383 -1.099 1.449
C -0.641 -0.449 0.513
N -0.764 0.885 0.441
C 0.160 1.516 -0.280
C 1.195 0.822 -0.911
C 1.038 -0.552 -0.949
N 0.142 -1.228 -0.249
H -1.463 -2.090 1.286
H -2.181 -0.600 1.804
H 0.021 2.598 -0.320
H 2.137 1.241 -1.180
H 1.743 -1.100 -1.566
```

The value obtained for the LUMO energy is 1.028 eV. As for the spin multiplicity: 1. For the HOMO-LUMO gap, the calculation gives 9.845 eV. The SMILES is Nc1ncccn1.

---

Entry x
Molecular formula: C4H5N3
Method: DFT, the ωB97M-V functional and the def2-TZVPD basis

The geometry in XYZ format:
```
12
C4H5N3 | the Open Molecules 2025 dataset | the ωB97M-V functional and the def2-TZVPD basis
C -1.799 -0.105 -0.126
N -0.452 0.377 -0.395
C 1.205 -0.316 0.590
C 0.666 -0.545 -0.745
N 0.958 -1.230 -1.705
C 2.225 0.634 0.869
N 2.996 1.473 1.096
H -1.716 -1.099 0.324
H -2.375 -0.189 -1.054
H -2.329 0.561 0.562
H -0.384 1.318 -0.782
H 0.885 -0.962 1.407
```

The value obtained for the LUMO energy (spin up / spin down) is -0.668 / -1.654 eV. As for the spin multiplicity: 1. For the HOMO-LUMO gap (spin up / spin down), the calculation gives 9.595 / 6.410 eV.

---

Of them, entry w has the highest stability.

---

Entry w
Molecular formula: C3H6N2S2
Method: DFT, the ωB97M-V functional and the def2-TZVPD basis

The geometry in XYZ format:
```
13
C3H6N2S2 | the Open Molecules 2025 dataset | the ωB97M-V functional and the def2-TZVPD basis
N 2.022 -0.195 -0.534
C 0.903 -0.103 0.360
C -0.300 -1.050 0.085
N -1.149 0.135 -0.139
S -2.827 0.442 -0.292
C -0.163 0.999 0.071
S -0.034 2.639 -0.065
H 2.509 0.682 -0.373
H 1.738 -0.350 -1.476
H 1.358 -0.057 1.330
H -0.604 -1.678 0.904
H -0.285 -1.604 -0.841
H -3.169 0.141 0.968
```

The value obtained for the LUMO energy is 0.497 eV. As for the spin multiplicity: 1. For the HOMO-LUMO gap, the calculation gives 8.874 eV. The SMILES is N[C@@H]1CN(S)C1=S.

---

Entry x
Molecular formula: C3H6N2S2
Method: DFT, the ωB97M-V functional and the def2-TZVPD basis

The geometry in XYZ format:
```
13
C3H6N2S2 | the Open Molecules 2025 dataset | the ωB97M-V functional and the def2-TZVPD basis
C 0.451 -1.820 0.813
C -1.585 -0.408 -0.814
C -0.796 0.719 -0.458
H -0.125 -2.661 2.007
H 1.671 -2.408 0.178
H 0.709 -0.278 1.011
H -1.458 1.723 0.043
H 0.782 2.994 0.350
H 2.263 1.750 -0.322
N 0.586 0.674 -0.481
N 1.307 1.788 -0.039
S -0.854 -1.925 -0.526
S -2.952 -0.147 -1.763
```

The value obtained for the LUMO energy is -1.025 eV. As for the spin multiplicity: 1. For the HOMO-LUMO gap, the calculation gives 7.383 eV.

---

Entry y
Molecular formula: C3H6N2S2
Method: DFT, the ωB97M-V functional and the def2-TZVPD basis

The geometry in XYZ format:
```
13
C3H6N2S2 | the Open Molecules 2025 dataset | the ωB97M-V functional and the def2-TZVPD basis
H 0.957 -1.863 1.351
N 1.553 -1.165 0.900
C 0.856 -0.446 0.109
C 1.702 0.546 -0.638
S 1.557 1.089 -2.141
N -0.584 -0.470 -0.166
C -1.275 0.799 -0.447
S -1.429 -1.724 0.646
H 2.529 0.955 0.000
H -2.034 0.652 -1.189
H -0.643 1.630 -0.754
H -1.711 1.230 0.433
H -1.478 -1.234 1.896
```

The value obtained for the LUMO energy is -0.825 eV. As for the spin multiplicity: 1. For the HOMO-LUMO gap, the calculation gives 8.180 eV. The SMILES is [H]/N=C(/C=S)N(C)S.

---

Of them, entry w has the highest stability.

---

Entry w
Molecular formula: C3H6N2S2
Method: DFT, the ωB97M-V functional and the def2-TZVPD basis

The geometry in XYZ format:
```
13
C3H6N2S2 | the Open Molecules 2025 dataset | the ωB97M-V functional and the def2-TZVPD basis
C 2.184 0.497 -0.232
N 0.872 -0.223 -0.034
S 1.147 -1.916 0.062
C -0.389 0.399 0.007
N -1.306 -0.393 -0.105
C -2.669 0.085 0.230
S -3.959 -0.908 -0.156
H 2.919 -0.232 -0.803
H 1.952 1.585 -0.705
H 2.607 0.662 0.853
H -0.067 -2.301 -0.093
H -0.475 1.504 0.321
H -2.816 1.242 0.655
```

The value obtained for the LUMO energy is -0.404 eV. As for the spin multiplicity: 1. For the HOMO-LUMO gap, the calculation gives 7.913 eV. The SMILES is CN(S)/C=N/C=S.

---

Entry x
Molecular formula: C3H6N2S2
Method: DFT, the ωB97M-V functional and the def2-TZVPD basis

The geometry in XYZ format:
```
13
C3H6N2S2 | the Open Molecules 2025 dataset | the ωB97M-V functional and the def2-TZVPD basis
C 0.668 -0.100 -0.718
C -1.115 0.033 1.334
C 1.947 0.436 -1.347
N -0.144 -0.883 -1.134
N -1.175 -1.278 1.125
S 0.455 0.900 0.810
S -2.514 0.828 0.541
H -1.460 0.381 2.292
H 1.702 1.071 -2.149
H 2.492 -0.465 -1.437
H 2.542 1.152 -0.663
H -0.376 -1.852 1.448
H -3.021 -0.224 -0.101
```

The value obtained for the LUMO energy is -2.174 eV. As for the spin multiplicity: 1. For the HOMO-LUMO gap, the calculation gives 6.648 eV.

---

Of them, entry w has the highest stability.